(A)
{"formula": "C45H120O15", "method": "ωB97M-V with the def2-TZVPD basis set", "elements": ["C", "C", "C", "O", "H", "H", "H", "H", "H", "H", "H", "H", "C", "C", "C", "O", "H", "H", "H", "H", "H", "H", "H", "H", "C", "C", "C", "O", "H", "H", "H", "H", "H", "H", "H", "H", "C", "C", "C", "O", "H", "H", "H", "H", "H", "H", "H", "H", "C", "C", "C", "O", "H", "H", "H", "H", "H", "H", "H", "H", "C", "C", "C", "O", "H", "H", "H", "H", "H", "H", "H", "H", "C", "C", "C", "O", "H", "H", "H", "H", "H", "H", "H", "H", "C", "C", "C", "O", "H", "H", "H", "H", "H", "H", "H", "H", "C", "C", "C", "O", "H", "H", "H", "H", "H", "H", "H", "H", "C", "C", "C", "O", "H", "H", "H", "H", "H", "H", "H", "H", "C", "C", "C", "O", "H", "H", "H", "H", "H", "H", "H", "H", "C", "C", "C", "O", "H", "H", "H", "H", "H", "H", "H", "H", "C", "C", "C", "O", "H", "H", "H", "H", "H", "H", "H", "H", "C", "C", "C", "O", "H", "H", "H", "H", "H", "H", "H", "H", "C", "C", "C", "O", "H", "H", "H", "H", "H", "H", "H", "H"], "coordinates": [[1.90, 4.74, 2.57], [2.01, 5.30, 1.16], [1.25, 4.44, 0.17], [1.53, 6.64, 1.12], [0.85, 4.78, 2.89], [2.52, 5.30, 3.27], [2.16, 3.68, 2.57], [3.06, 5.36, 0.88], [0.20, 4.34, 0.46], [1.67, 3.44, 0.03], [1.28, 4.95, -0.79], [0.58, 6.63, 1.30], [3.64, 4.84, -1.83], [2.88, 4.12, -2.92], [2.45, 5.04, -4.02], [3.70, 3.11, -3.53], [3.86, 4.19, -0.98], [3.04, 5.67, -1.42], [4.58, 5.26, -2.19], [1.99, 3.64, -2.49], [1.78, 4.52, -4.70], [3.32, 5.34, -4.61], [1.91, 5.91, -3.65], [4.11, 2.63, -2.81], [-2.48, 0.28, -2.82], [-2.93, -1.04, -3.41], [-3.81, -1.80, -2.45], [-3.65, -0.77, -4.62], [-2.01, 0.11, -1.86], [-3.36, 0.92, -2.68], [-1.78, 0.80, -3.47], [-2.05, -1.66, -3.64], [-4.71, -1.21, -2.25], [-3.38, -2.04, -1.48], [-4.22, -2.74, -2.84], [-3.84, -1.61, -5.05], [5.94, -0.57, -1.23], [5.70, 0.92, -1.41], [6.30, 1.42, -2.70], [4.28, 1.16, -1.45], [7.00, -0.84, -1.22], [5.50, -1.11, -2.08], [5.49, -0.96, -0.31], [6.12, 1.48, -0.57], [6.27, 2.51, -2.76], [5.80, 0.98, -3.57], [7.36, 1.15, -2.75], [3.93, 0.93, -0.56], [0.67, 0.69, -0.77], [-0.24, 0.81, 0.43], [-0.76, -0.56, 0.85], [0.54, 1.38, 1.50], [1.55, 0.09, -0.53], [1.01, 1.65, -1.17], [0.18, 0.14, -1.57], [-1.08, 1.49, 0.23], [-1.51, -0.48, 1.64], [0.07, -1.20, 1.15], [-1.24, -1.06, 0.00], [-0.03, 1.41, 2.28], [0.53, -5.03, -3.42], [0.89, -3.57, -3.40], [0.23, -2.84, -2.25], [2.29, -3.48, -3.25], [0.99, -5.54, -2.57], [0.83, -5.52, -4.35], [-0.55, -5.17, -3.32], [0.60, -3.08, -4.35], [0.52, -1.79, -2.25], [0.56, -3.31, -1.32], [-0.86, -2.86, -2.21], [2.57, -2.55, -3.31], [-4.31, 2.50, 0.33], [-5.19, 2.65, 1.54], [-6.59, 2.08, 1.29], [-4.56, 1.96, 2.65], [-4.83, 2.89, -0.55], [-4.05, 1.45, 0.12], [-3.37, 3.05, 0.40], [-5.25, 3.72, 1.78], [-7.11, 1.87, 2.22], [-6.49, 1.19, 0.67], [-7.17, 2.80, 0.71], [-5.13, 2.10, 3.42], [-0.23, 1.73, 5.04], [-1.59, 1.20, 4.63], [-2.73, 1.76, 5.48], [-1.76, 1.51, 3.23], [0.59, 1.18, 4.56], [-0.07, 1.62, 6.11], [-0.16, 2.79, 4.81], [-1.62, 0.11, 4.73], [-2.81, 2.84, 5.36], [-2.54, 1.51, 6.52], [-3.67, 1.32, 5.13], [-2.70, 1.66, 3.03], [-4.47, -3.30, 3.47], [-5.28, -2.53, 2.42], [-4.44, -1.48, 1.73], [-5.77, -3.45, 1.44], [-3.81, -4.01, 2.95], [-5.10, -3.89, 4.14], [-3.82, -2.66, 4.07], [-6.16, -2.09, 2.89], [-5.10, -0.87, 1.09], [-3.68, -1.92, 1.08], [-3.99, -0.77, 2.43], [-5.29, -4.28, 1.53], [-0.84, -3.92, 4.82], [-0.05, -2.87, 5.56], [0.69, -1.94, 4.62], [-0.94, -2.03, 6.32], [-0.22, -4.58, 4.22], [-1.60, -3.45, 4.20], [-1.38, -4.56, 5.54], [0.70, -3.30, 6.23], [1.00, -1.05, 5.19], [0.07, -1.53, 3.81], [1.58, -2.38, 4.18], [-1.67, -2.58, 6.62], [2.85, -2.87, 0.57], [2.59, -4.06, 1.47], [1.29, -4.76, 1.07], [3.68, -4.98, 1.37], [2.81, -3.15, -0.48], [3.83, -2.43, 0.75], [2.15, -2.04, 0.72], [2.52, -3.78, 2.52], [1.27, -4.95, 0.00], [0.41, -4.22, 1.42], [1.26, -5.75, 1.55], [3.82, -5.17, 0.43], [3.20, -0.04, 3.24], [3.84, 1.07, 2.43], [5.33, 0.95, 2.30], [3.27, 1.09, 1.12], [3.36, -1.01, 2.76], [2.12, 0.13, 3.28], [3.58, -0.04, 4.27], [3.59, 2.02, 2.92], [5.57, 0.09, 1.66], [5.80, 0.76, 3.27], [5.76, 1.85, 1.88], [2.32, 1.29, 1.23], [-3.28, -5.80, -1.73], [-2.33, -5.72, -0.55], [-2.42, -4.37, 0.12], [-2.71, -6.75, 0.37], [-3.12, -6.72, -2.30], [-3.17, -4.95, -2.41], [-4.31, -5.85, -1.37], [-1.31, -5.87, -0.92], [-1.96, -4.35, 1.11], [-3.46, -4.05, 0.27], [-1.89, -3.61, -0.45], [-1.92, -7.17, 0.72], [2.64, -0.91, -5.51], [2.78, 0.02, -4.33], [1.54, 0.86, -4.09], [3.04, -0.81, -3.17], [1.66, -1.41, -5.52], [3.41, -1.67, -5.50], [2.73, -0.35, -6.45], [3.63, 0.70, -4.45], [1.34, 1.54, -4.92], [1.68, 1.50, -3.22], [0.66, 0.23, -3.94], [3.29, -0.24, -2.43], [-1.99, 5.42, -3.92], [-2.42, 4.21, -3.12], [-1.38, 3.79, -2.11], [-3.61, 4.52, -2.37], [-1.16, 5.15, -4.58], [-1.68, 6.20, -3.23], [-2.82, 5.78, -4.52], [-2.64, 3.35, -3.77], [-1.05, 4.59, -1.45], [-0.49, 3.49, -2.67], [-1.71, 2.95, -1.50], [-4.38, 4.45, -2.95]], "molar_mass_g_mol": 901.4, "lumo_ev": 0.357}

---

(B)
{"formula": "C45H120O15", "method": "ωB97M-V with the def2-TZVPD basis set", "elements": ["C", "C", "C", "O", "H", "H", "H", "H", "H", "H", "H", "H", "C", "C", "C", "O", "H", "H", "H", "H", "H", "H", "H", "H", "C", "C", "C", "O", "H", "H", "H", "H", "H", "H", "H", "H", "C", "C", "C", "O", "H", "H", "H", "H", "H", "H", "H", "H", "C", "C", "C", "O", "H", "H", "H", "H", "H", "H", "H", "H", "C", "C", "C", "O", "H", "H", "H", "H", "H", "H", "H", "H", "C", "C", "C", "O", "H", "H", "H", "H", "H", "H", "H", "H", "C", "C", "C", "O", "H", "H", "H", "H", "H", "H", "H", "H", "C", "C", "C", "O", "H", "H", "H", "H", "H", "H", "H", "H", "C", "C", "C", "O", "H", "H", "H", "H", "H", "H", "H", "H", "C", "C", "C", "O", "H", "H", "H", "H", "H", "H", "H", "H", "C", "C", "C", "O", "H", "H", "H", "H", "H", "H", "H", "H", "C", "C", "C", "O", "H", "H", "H", "H", "H", "H", "H", "H", "C", "C", "C", "O", "H", "H", "H", "H", "H", "H", "H", "H", "C", "C", "C", "O", "H", "H", "H", "H", "H", "H", "H", "H"], "coordinates": [[11.32, 19.15, 12.30], [12.80, 18.95, 12.73], [13.78, 19.96, 12.07], [13.10, 19.09, 14.06], [11.13, 20.23, 12.14], [10.50, 18.87, 12.98], [11.23, 18.68, 11.31], [13.08, 17.91, 12.46], [13.94, 19.73, 11.03], [14.76, 19.90, 12.57], [13.40, 20.97, 12.20], [12.61, 18.49, 14.59], [9.37, 16.89, 17.07], [9.90, 17.69, 15.97], [10.12, 19.15, 16.35], [11.19, 17.23, 15.61], [8.37, 17.08, 17.48], [10.03, 17.07, 17.93], [9.50, 15.84, 16.88], [9.19, 17.76, 15.11], [10.58, 19.70, 15.52], [10.78, 19.32, 17.16], [9.22, 19.73, 16.52], [10.99, 16.50, 14.95], [16.67, 12.14, 17.66], [17.62, 12.08, 18.87], [19.08, 11.88, 18.46], [17.39, 13.25, 19.59], [15.61, 12.20, 17.94], [16.89, 11.28, 16.98], [16.94, 13.09, 17.14], [17.31, 11.28, 19.54], [19.38, 12.54, 17.65], [19.13, 10.86, 18.02], [19.81, 11.93, 19.25], [17.67, 14.02, 19.07], [9.76, 13.93, 11.83], [10.67, 14.50, 12.84], [11.94, 15.18, 12.24], [10.04, 15.53, 13.65], [10.46, 13.34, 11.23], [9.23, 14.70, 11.20], [9.03, 13.23, 12.23], [11.00, 13.77, 13.56], [12.70, 14.45, 12.00], [12.32, 15.82, 13.02], [11.67, 15.77, 11.37], [9.12, 15.19, 13.77], [12.81, 11.43, 13.29], [13.87, 10.52, 13.99], [14.71, 11.22, 15.00], [13.25, 9.34, 14.61], [13.36, 12.32, 12.89], [12.05, 11.66, 14.00], [12.42, 10.93, 12.40], [14.49, 10.11, 13.23], [15.39, 11.93, 14.52], [15.37, 10.50, 15.55], [14.12, 11.77, 15.77], [13.99, 8.80, 14.88], [15.22, 14.16, 22.34], [14.46, 14.47, 21.05], [13.85, 13.21, 20.44], [13.44, 15.45, 21.43], [14.63, 13.63, 23.10], [15.56, 15.13, 22.79], [15.99, 13.44, 22.13], [15.04, 14.95, 20.27], [13.29, 13.51, 19.52], [13.12, 12.67, 21.08], [14.63, 12.51, 20.13], [12.82, 14.94, 22.00], [10.94, 9.66, 18.88], [11.95, 10.56, 18.17], [13.40, 10.24, 18.56], [11.79, 10.62, 16.72], [10.86, 9.89, 19.93], [11.12, 8.57, 18.76], [9.96, 9.95, 18.52], [11.78, 11.60, 18.53], [14.06, 10.82, 17.96], [13.61, 9.13, 18.36], [13.42, 10.44, 19.64], [12.53, 10.10, 16.29], [17.23, 16.87, 10.10], [16.54, 15.50, 9.87], [15.45, 15.62, 8.79], [17.46, 14.38, 9.63], [18.00, 16.89, 10.90], [16.46, 17.63, 10.31], [17.77, 17.22, 9.18], [16.14, 15.19, 10.84], [14.71, 16.35, 9.13], [14.90, 14.70, 8.64], [15.80, 15.99, 7.84], [18.02, 14.46, 8.87], [11.10, 17.92, 20.92], [12.09, 18.26, 19.82], [13.28, 19.13, 20.20], [12.50, 17.03, 19.18], [11.67, 17.46, 21.75], [10.27, 17.34, 20.56], [10.61, 18.83, 21.23], [11.61, 18.68, 18.97], [13.95, 18.71, 20.97], [13.00, 20.18, 20.50], [13.89, 19.23, 19.32], [12.80, 16.50, 19.93], [15.91, 22.82, 16.11], [15.33, 21.37, 15.96], [14.59, 20.85, 17.23], [14.47, 21.45, 14.89], [16.55, 22.96, 16.95], [15.14, 23.58, 16.07], [16.58, 22.96, 15.23], [16.13, 20.65, 15.71], [15.20, 21.03, 18.09], [14.30, 19.77, 17.16], [13.73, 21.48, 17.38], [14.03, 20.64, 14.69], [17.63, 13.88, 14.55], [17.88, 14.12, 13.04], [19.38, 14.12, 12.72], [17.23, 13.08, 12.29], [16.53, 13.81, 14.60], [18.05, 14.69, 15.18], [18.02, 12.90, 14.84], [17.44, 15.13, 12.84], [19.58, 14.16, 11.65], [19.80, 13.17, 13.04], [19.99, 14.90, 13.23], [17.29, 13.32, 11.34], [8.07, 12.46, 14.47], [9.14, 12.15, 15.49], [8.63, 12.48, 16.94], [9.34, 10.74, 15.40], [7.87, 13.51, 14.39], [7.13, 12.02, 14.79], [8.29, 11.96, 13.55], [10.13, 12.62, 15.28], [7.84, 11.77, 17.16], [8.28, 13.56, 17.04], [9.40, 12.23, 17.66], [10.15, 10.56, 15.91], [12.84, 14.56, 16.35], [14.32, 15.13, 16.42], [14.47, 16.13, 15.30], [14.52, 15.66, 17.70], [12.07, 15.26, 16.61], [12.78, 13.69, 16.96], [12.63, 14.29, 15.32], [15.01, 14.28, 16.32], [13.82, 16.99, 15.45], [14.18, 15.63, 14.34], [15.48, 16.54, 15.11], [13.81, 16.29, 17.96], [17.16, 18.22, 14.05], [18.45, 18.85, 13.52], [18.11, 20.02, 12.59], [19.31, 19.32, 14.52], [16.60, 17.74, 13.22], [16.53, 19.06, 14.50], [17.46, 17.44, 14.77], [19.04, 18.11, 13.04], [17.45, 19.79, 11.73], [19.04, 20.42, 12.17], [17.68, 20.83, 13.16], [18.89, 19.99, 15.05], [17.10, 17.90, 17.51], [17.83, 16.61, 17.57], [19.27, 16.84, 18.03], [17.27, 15.65, 18.38], [16.06, 17.72, 17.14], [17.72, 18.49, 16.84], [17.08, 18.41, 18.48], [17.95, 16.13, 16.58], [19.86, 15.92, 18.00], [19.28, 17.18, 19.07], [19.75, 17.64, 17.42], [16.30, 15.52, 18.29]], "molar_mass_g_mol": 901.4, "lumo_ev": 0.458}

---

Stability ranking, top and bottom: (A) is the most stable and (B) is the least stable.

---

(A)
{"formula": "C2H2O", "method": "ωB97M-V with the def2-TZVPD basis set", "elements": ["C", "C", "O", "H", "H"], "coordinates": [[-0.21, 0.58, -1.09], [-0.10, -0.82, 0.82], [-0.38, 1.19, -2.04], [-0.29, -0.01, 1.55], [0.99, -0.93, 0.76]], "molar_mass_g_mol": 42.0, "lumo_ev": -0.109}

---

(B)
{"formula": "C2H2O", "method": "ωB97M-V with the def2-TZVPD basis set", "elements": ["C", "C", "O", "H", "H"], "coordinates": [[1.45, 0.96, 0.26], [-0.94, -0.39, -0.41], [2.11, 0.05, 0.37], [-1.02, 0.57, 0.04], [-1.59, -1.19, -0.26]], "molar_mass_g_mol": 42.0, "lumo_ev": [-0.727, -0.736]}

---

Stability ranking, top and bottom: (A) is the most stable and (B) is the least stable.